Record 1
C7H17NO | ωB97M-V with the def2-TZVPD basis set

```
! RIJCOSX wB97M-V def2-TZVPD def2/J DEFGRID3
* xyz -1 2
O 1.874 1.647 2.721
N 0.707 0.038 1.673
C 0.605 -0.700 2.920
C -1.451 1.042 -2.530
C -0.164 -2.023 1.058
C 1.864 1.751 0.319
C 0.012 -0.631 0.572
C 1.472 1.143 1.669
C -1.758 -0.084 -3.479
H -0.318 -1.966 2.097
H -1.242 0.046 -4.375
H 2.814 1.387 -0.078
H -0.955 -0.195 0.397
H -1.426 -1.059 -3.099
H 1.583 -1.142 3.212
H 0.721 -2.583 0.894
H -1.869 0.825 -1.569
H 1.834 2.852 0.343
H 0.225 -0.106 3.725
H -1.831 1.969 -2.930
H 0.553 -0.633 -0.354
H 1.083 1.449 -0.466
H -2.810 -0.158 -3.680
H -0.402 1.156 -2.360
H -0.095 -1.520 2.711
H -1.026 -2.505 0.609
*
```

Properties
<S²> = 0.750
LUMO energy (spin up / spin down) = 3.8 / 3.7 eV
orbital gap (spin up / spin down) = 2.67 / 9.63 eV
HOMO level (spin up / spin down) = 1.116 / -5.897 eV
maximum force = 7.93 eV/Å
relative energy (zero: lowest compared OMol25 entry of this formula, charge and spin) = 284.29 kJ/mol

Record 2
C7H17NO | ωB97M-V with the def2-TZVPD basis set

```
! RIJCOSX wB97M-V def2-TZVPD def2/J DEFGRID3
* xyz 0 1
O 2.838 0.818 -1.865
N -2.702 -1.011 -1.175
C 0.662 2.593 0.885
C 0.821 1.185 1.187
C -1.509 -0.240 -1.129
C -0.241 0.367 1.447
C -0.263 -1.123 -1.053
C 0.251 -1.623 0.350
C -0.170 -1.099 1.709
H 1.559 3.021 1.403
H -2.940 -1.556 -0.410
H -1.243 0.752 1.634
H 0.412 -1.259 2.584
H -0.270 2.929 1.506
H 3.443 1.151 -1.286
H -0.445 -1.962 -1.804
H -1.072 -1.516 2.052
H 0.667 -0.575 -1.411
H -2.707 -1.633 -1.968
H -1.639 0.701 -0.529
H 0.048 -2.766 0.413
H 1.357 -1.496 0.360
H 0.685 2.860 -0.188
H -1.270 0.163 -2.127
H 1.971 0.605 -1.568
H 1.757 0.715 0.983
*
```

Properties
LUMO energy = 0.9 eV
orbital gap = 9.80 eV
HOMO level = -8.930 eV
maximum force = 4.45 eV/Å
relative energy (zero: lowest compared OMol25 entry of this formula, charge and spin) = 353.76 kJ/mol

Record 3
C7H17NO | ωB97M-V with the def2-TZVPD basis set

```
! RIJCOSX wB97M-V def2-TZVPD def2/J DEFGRID3
* xyz 0 1
O 0.281 2.097 -0.078
N -1.561 -1.826 -0.811
C 0.996 2.800 0.883
C 1.603 -1.458 0.898
C -1.575 -0.555 -0.359
C -1.656 0.554 -1.241
C 1.253 -0.569 -0.253
C 1.559 -0.849 -1.515
C -1.675 -0.348 1.117
H 1.503 -0.922 1.844
H -1.309 -2.553 -0.160
H -1.489 0.342 -2.292
H 0.448 3.243 1.731
H 0.954 -2.337 0.946
H -1.202 -1.975 -1.744
H 0.900 0.506 -0.015
H 1.796 2.143 1.266
H -1.087 -1.078 1.676
H 1.492 3.685 0.459
H -2.731 -0.503 1.401
H 1.449 -0.105 -2.293
H 2.024 -1.786 -1.805
H -2.539 1.165 -1.070
H -0.721 1.496 -0.790
H -1.345 0.657 1.366
H 2.632 -1.824 0.841
*
```

Properties
LUMO energy = 0.1 eV
orbital gap = 7.70 eV
HOMO level = -7.629 eV
maximum force = 1.66 eV/Å
relative energy (zero: lowest compared OMol25 entry of this formula, charge and spin) = 476.02 kJ/mol

Record 4
C7H17NO2 | ωB97M-V with the def2-TZVPD basis set

```
! RIJCOSX wB97M-V def2-TZVPD def2/J DEFGRID3
* xyz 0 1
O 2.336 -1.442 -0.306
O 1.701 0.298 -1.612
N 2.084 1.122 1.284
C -2.401 -0.119 0.050
C -0.052 -1.077 -0.329
C -0.420 -2.348 -1.108
C -1.032 0.073 -0.598
C 1.401 -0.731 -0.609
C 3.381 1.164 1.943
C -3.323 1.075 -0.174
H 4.164 0.902 1.220
H 0.882 0.627 -2.002
H -2.886 1.993 0.246
H -3.495 1.245 -1.247
H -4.301 0.916 0.301
H 3.417 0.412 2.744
H 0.259 -3.175 -0.864
H -2.261 -0.280 1.131
H -1.429 -2.685 -0.841
H -1.168 0.207 -1.687
H -2.883 -1.028 -0.340
H -0.388 -2.160 -2.191
H 2.101 1.569 0.257
H -0.602 1.008 -0.211
H -0.076 -1.309 0.747
H 1.365 1.592 1.823
H 3.624 2.151 2.372
*
```

Properties
LUMO energy = 0.7 eV
orbital gap = 9.79 eV
HOMO level = -9.047 eV
maximum force = 3.48 eV/Å
relative energy (zero: lowest compared OMol25 entry of this formula, charge and spin) = 108.43 kJ/mol

Record 5
C7H17NO4 | ωB97M-V with the def2-TZVPD basis set

```
! RIJCOSX wB97M-V def2-TZVPD def2/J DEFGRID3
* xyz 0 1
O 2.628 -1.108 -1.520
O 0.364 0.753 3.142
O -2.966 2.454 -0.361
O 2.177 -2.856 1.036
N -1.000 -0.719 -0.919
C -1.455 -2.176 1.616
C -0.425 -1.374 1.372
C 0.780 2.199 -2.161
C -0.334 -0.418 0.264
C -0.709 0.245 -1.835
C 0.209 1.126 -1.298
C 0.395 0.726 0.047
H 2.452 -1.336 -0.601
H 0.577 0.748 4.079
H -2.080 2.147 -0.606
H -1.529 -2.779 2.508
H 1.291 3.040 -1.693
H 0.065 2.576 -2.893
H 1.874 -3.322 0.249
H -1.154 0.421 -2.801
H 1.433 -2.289 1.285
H 1.931 -0.526 -1.843
H -2.324 -2.135 0.972
H -1.795 -1.323 -1.044
H 1.594 1.828 -2.800
H 0.449 -1.274 2.001
H 0.933 1.193 0.852
H -0.586 0.834 2.994
H -2.795 3.347 -0.039
*
```

Properties
LUMO energy = 0.4 eV
orbital gap = 8.73 eV
HOMO level = -8.297 eV
maximum force = 1.78 eV/Å
relative energy (zero: lowest compared OMol25 entry of this formula, charge and spin) = 54.27 kJ/mol

Record 6
C7H17NOS | ωB97M-V with the def2-TZVPD basis set

```
! RIJCOSX wB97M-V def2-TZVPD def2/J DEFGRID3
* xyz 0 1
S 0.153 0.139 -0.254
O 0.773 0.991 -1.277
N 0.417 -1.387 -0.201
C -2.244 -0.770 -1.190
C -1.701 0.422 -0.292
C -1.979 1.732 -0.901
C 0.954 0.785 1.249
C 2.382 0.872 0.885
C 0.665 -0.297 2.315
C 1.097 -2.028 -1.244
H 1.199 -3.132 -1.106
H -2.964 2.171 -0.661
H -1.066 2.409 -0.465
H 2.060 -1.687 -1.516
H 2.916 -0.082 0.773
H -0.281 -0.125 2.857
H -2.394 -1.610 -0.578
H -3.146 -0.458 -1.737
H -1.402 -0.894 -1.828
H 0.773 -1.325 1.915
H -1.860 1.608 -2.004
H 1.407 -0.309 3.135
H 2.703 1.635 0.239
H -2.093 0.266 0.728
H 0.417 -1.890 -2.098
H 0.466 1.785 1.450
H 2.747 1.179 1.807
*
```

Properties
LUMO energy = 0.7 eV
orbital gap = 8.96 eV
HOMO level = -8.216 eV
maximum force = 3.35 eV/Å
relative energy (zero: lowest compared OMol25 entry of this formula, charge and spin) = 392.79 kJ/mol

Record 7
C7H17NOS | ωB97M-V with the def2-TZVPD basis set

```
! RIJCOSX wB97M-V def2-TZVPD def2/J DEFGRID3
* xyz 0 1
S -1.808 0.395 0.293
O -2.676 1.373 -0.340
N -0.498 0.371 -0.903
C -3.651 -1.256 -0.737
C 0.943 2.009 0.329
C 1.443 -0.441 0.446
C 0.887 0.674 -0.369
C -2.513 -1.180 -0.057
C 1.093 -1.911 -0.099
C 1.680 0.701 -1.734
H 0.151 2.258 0.937
H 0.150 -2.078 -0.537
H 0.967 0.489 -2.489
H 1.980 1.683 -1.894
H 1.840 1.968 0.978
H 1.075 2.756 -0.476
H 2.525 0.073 -1.790
H 1.835 -2.164 -0.766
H -4.013 -0.319 -0.988
H 1.012 -0.337 1.433
H -4.153 -2.115 -0.947
H -2.076 -2.033 0.364
H 2.510 -0.399 0.306
H -2.405 3.396 1.001
H -1.792 2.993 0.760
H -0.495 -0.566 -1.218
H 1.294 -2.640 0.780
*
```

Properties
LUMO energy = 0.8 eV
orbital gap = 9.83 eV
HOMO level = -9.025 eV
maximum force = 4.21 eV/Å
relative energy (zero: lowest compared OMol25 entry of this formula, charge and spin) = 454.57 kJ/mol

Record 8
C7H17P | ωB97M-V with the def2-TZVPD basis set

```
! RIJCOSX wB97M-V def2-TZVPD def2/J DEFGRID3
* xyz 0 1
P 1.704 0.059 0.107
C -1.286 0.710 0.989
C -1.989 -1.228 -0.816
C 3.231 0.989 -0.285
C -1.073 -1.812 1.328
C -0.981 -0.727 0.188
C 0.292 -0.648 -0.624
C 4.517 0.725 -1.092
H -2.065 -0.533 -1.700
H -0.909 0.597 2.020
H -2.882 -1.486 -0.170
H 0.111 0.031 -1.548
H 0.501 -1.598 -0.955
H -1.716 -2.168 -1.259
H -0.972 -2.751 0.908
H -2.083 -1.721 1.643
H -1.043 1.545 0.297
H 5.238 1.234 -0.362
H 2.676 1.921 -0.609
H 2.099 -1.064 0.823
H 4.656 -0.356 -1.213
H 1.173 0.958 1.039
H -2.344 0.735 0.994
H 4.800 1.235 -2.084
H -0.553 -1.511 2.253
*
```

Properties
LUMO energy = 0.7 eV
orbital gap = 7.51 eV
HOMO level = -6.812 eV
maximum force = 4.81 eV/Å
relative energy (zero: lowest compared OMol25 entry of this formula, charge and spin) = 433.14 kJ/mol